Here is one molecule with the formula C4H8O2 from the OMol25 dataset. Energies are from ωB97M-V/def2-TZVPD.

```
14
Properties=species:S:1:pos:R:3:forces:R:3:mulliken_charge:R:1
C 0.666156 1.452819 -0.238621 0.032 0.076 -0.009 -1.42
C -0.187228 0.298319 0.284189 0.003 -0.011 -0.010 0.53
C 0.486198 -0.379192 1.468407 0.129 0.218 0.212 -0.08
O 0.982262 0.239821 2.379920 -0.153 -0.253 -0.335 -0.49
C -0.515836 -0.691797 -0.821911 0.261 0.297 -0.108 -0.73
O -1.320324 -1.714289 -0.268828 -0.158 -0.240 -0.170 -0.50
H 1.015353 2.073033 0.589945 -0.072 -0.075 -0.122 0.37
H 0.097267 2.077873 -0.933849 0.078 -0.086 0.090 0.37
H 1.544621 1.065566 -0.769130 -0.103 0.082 0.087 0.36
H -1.138698 0.684878 0.674076 0.087 -0.009 -0.005 0.23
H 0.492158 -1.486045 1.466847 0.007 0.063 0.008 0.35
H -1.037372 -0.158419 -1.631502 0.066 -0.123 0.108 0.36
H 0.419899 -1.097607 -1.243865 -0.157 0.011 0.106 0.35
H -1.504454 -2.364960 -0.955678 -0.020 0.051 0.149 0.31
```
Forces are in eV/Å.

Summary:
frontier orbital gap: 10.3 eV
relative energy (zero: lowest compared OMol25 entry of this formula, charge and spin): 27.4 kcal per mole
lowest unoccupied orbital energy: 0.73 eV
2S+1: 1
SMILES: C[C@H](C=O)CO



Here is one molecule with the formula C6H6N2 at a distorted geometry from the OMol25 dataset. Energies are from ωB97M-V/def2-TZVPD.

```
14
Properties=species:S:1:pos:R:3:forces:R:3:mulliken_charge:R:1
C 0.605982 1.186167 -0.275279 0.792 -2.493 -0.176 -1.35
C -0.043781 -0.025929 0.243499 -0.046 -2.953 0.454 0.83
C 0.317863 -1.814436 -0.236443 -1.797 4.375 1.029 -0.64
C -1.001946 -1.920046 -0.333270 -1.824 -0.474 0.484 -0.48
C -1.492533 -0.564943 0.255177 3.379 -0.909 -0.225 0.34
C -2.614490 0.171122 -0.001942 -3.335 2.469 -1.904 0.33
N -3.516450 0.849434 -0.304057 1.331 -1.162 0.712 -0.51
N -0.720838 -0.084823 1.472424 0.765 -2.495 0.239 -0.72
H 1.258635 0.854066 -1.060690 0.815 0.470 -0.121 0.34
H 0.975903 1.811782 0.476324 1.440 0.465 1.220 0.37
H -0.104473 1.760723 -0.688898 -2.817 2.124 -1.940 0.44
H 1.232936 -2.339720 -0.305432 0.432 -0.562 -0.245 0.43
H -1.744036 -2.682830 -0.727289 1.306 0.651 0.748 0.34
H -1.006156 0.802209 1.849488 -0.440 0.495 -0.273 0.30
```
Forces are in eV/Å.

Summary:
frontier orbital gap: 9.6 eV
relative energy (zero: lowest compared OMol25 entry of this formula, charge and spin): 107.9 kcal per mole
lowest unoccupied orbital energy: 0.74 eV
2S+1: 1
SMILES: C[C@]12C=C[C@@]1(C#N)N2



Here is a 2-piece molecular cluster, C46H34F3N3 overall at a distorted geometry from the OMol25 dataset. Energies are from ωB97M-V/def2-TZVPD.

```
86
Properties=species:S:1:pos:R:3:forces:R:3:mulliken_charge:R:1
F 2.874384 1.381906 1.251655 0.029 -0.797 0.500 -0.27
C 2.590538 0.208075 1.890483 0.033 0.020 -0.078 0.95
F 3.268152 -0.783917 1.238762 -0.229 0.706 0.482 -0.27
F 3.132558 0.296704 3.149804 0.008 0.010 -0.845 -0.26
C 1.118937 -0.060977 1.963226 0.717 0.006 -0.070 0.22
C 0.676431 -1.378831 2.074263 -0.220 0.222 0.037 -0.72
C -0.668910 -1.625845 2.267342 -0.395 0.174 0.181 -0.51
C -1.603048 -0.553425 2.379750 0.681 0.270 -0.054 1.23
C -2.960671 -0.777118 2.730765 0.015 -0.748 0.107 -0.98
C -3.896051 0.240335 2.616717 -1.976 1.214 -0.053 0.34
N -4.739718 1.062095 2.555280 1.377 -1.189 0.239 -0.71
C -1.120038 0.770617 2.160079 0.162 -0.205 0.083 -0.71
C 0.233017 1.012101 1.994096 -0.520 -0.212 -0.045 -0.79
H 1.386824 -2.198909 2.014395 -0.115 0.134 -0.023 0.42
H -1.034383 -2.653777 2.330244 0.099 0.297 0.061 0.41
H -3.308454 -1.790572 2.921863 -0.079 0.202 -0.336 0.39
H -1.823994 1.604735 2.139164 0.168 -0.268 0.129 0.36
H 0.594642 2.031137 1.885438 -0.027 -0.201 -0.032 0.40
C 0.604104 -3.452024 12.628109 -0.042 -0.080 -0.211 -0.39
C 1.428219 -2.958131 11.610176 -0.182 -0.061 -0.019 -0.71
C 1.118492 -3.213532 10.274929 -0.283 -0.176 0.090 -0.17
C -0.013149 -3.977609 9.950192 0.111 0.100 0.255 0.12
N -0.281677 -4.251990 8.572944 0.198 0.285 -0.055 0.82
C 0.093172 -5.522918 8.042321 0.196 -0.379 -0.199 0.05
C -0.748954 -6.626308 8.220141 0.273 -0.041 -0.143 -0.07
C -0.367696 -7.879178 7.734564 0.075 0.197 -0.021 -0.73
C 0.844240 -8.023540 7.050076 -0.027 0.165 0.107 -0.40
C 1.678480 -6.915858 6.861111 -0.162 0.001 0.089 -0.72
C 1.306108 -5.665427 7.360084 -0.229 -0.214 0.074 -0.14
C -1.205507 -3.471615 7.843277 -0.185 -0.033 -0.302 0.62
C -0.794286 -2.841613 6.654075 -0.102 -0.057 0.340 -0.90
C -1.685343 -2.063719 5.940364 -0.467 0.069 -0.128 -0.45
C -3.067015 -1.999782 6.297249 0.946 -0.773 0.557 0.01
C -3.968929 -1.207622 5.531961 -0.598 0.791 0.177 -0.59
C -5.389937 -1.324987 5.552665 -0.092 -0.205 -0.277 0.82
C -6.211634 -0.183298 5.307072 0.112 -0.023 0.060 -0.90
C -7.585101 -0.248802 5.418627 0.108 0.064 0.100 -0.67
C -8.221406 -1.484757 5.658094 -0.362 0.136 -0.110 1.15
N -9.610712 -1.554178 5.705027 0.781 0.045 -0.012 0.92
C -10.283291 -2.781822 5.422877 -0.348 -0.510 -0.069 -0.69
C -10.755339 -3.579987 6.469123 0.093 -0.159 -0.270 0.12
C -11.358353 -4.808736 6.184647 0.017 0.194 -0.109 -0.71
C -11.541943 -5.209433 4.857298 0.055 0.168 0.035 -0.38
C -11.123156 -4.379132 3.811421 0.095 -0.005 0.194 -0.72
C -10.474551 -3.175514 4.090509 -0.021 0.020 0.347 0.05
C -10.386781 -0.459795 6.197824 -0.543 0.484 0.065 -0.80
C -11.073353 0.372511 5.304231 0.114 -0.037 0.277 0.04
C -11.873072 1.408474 5.793367 0.075 -0.136 0.112 -0.72
C -12.017881 1.593863 7.172608 0.100 -0.191 -0.073 -0.37
C -11.348099 0.748603 8.063810 0.090 0.002 -0.198 -0.80
C -10.518141 -0.264719 7.578643 -0.058 0.068 -0.237 0.04
C -7.435669 -2.645678 5.815091 0.403 -0.265 0.023 -0.54
C -6.054156 -2.564409 5.798913 -0.287 0.233 0.021 -1.08
C -3.461112 -2.669596 7.492352 0.109 0.198 -0.294 -0.66
C -2.535335 -3.352045 8.266588 -0.056 0.150 -0.162 -0.72
C -0.831201 -4.478544 10.962916 0.214 0.161 0.278 0.04
C -0.521204 -4.214373 12.302561 0.033 0.058 -0.189 -0.83
H 0.841174 -3.244112 13.673718 -0.073 -0.084 -0.341 0.37
H 2.312956 -2.369981 11.853751 -0.238 -0.140 -0.026 0.36
H 1.739220 -2.833801 9.460971 -0.156 -0.106 0.276 0.38
H -1.695083 -6.483953 8.746663 0.266 -0.123 -0.168 0.29
H -1.019636 -8.738675 7.898317 0.212 0.215 -0.106 0.36
H 1.141476 -9.003703 6.671445 -0.089 0.322 0.107 0.37
H 2.625672 -7.021722 6.330648 -0.276 -0.015 0.135 0.36
H 1.938878 -4.785045 7.233528 -0.126 -0.303 0.027 0.33
H 0.246040 -2.956303 6.341418 -0.351 0.159 0.061 0.39
H -1.341726 -1.499499 5.072759 -0.124 -0.215 0.067 0.45
H -3.544913 -0.339427 5.033921 -0.131 -0.053 0.139 0.88
H -5.733370 0.762323 5.049621 -0.113 -0.254 0.058 0.41
H -8.206124 0.640687 5.298845 0.302 -0.236 -0.048 0.47
H -10.614467 -3.241424 7.497565 -0.056 -0.161 -0.290 0.31
H -11.681389 -5.448587 7.006955 0.042 0.161 -0.268 0.38
H -12.014066 -6.169393 4.636992 0.129 0.334 0.073 0.38
H -11.292840 -4.669427 2.773911 0.073 0.031 0.303 0.37
H -10.114202 -2.522806 3.292639 -0.108 -0.228 0.209 0.42
H -10.959350 0.199883 4.231895 -0.068 0.083 0.312 0.40
H -12.387836 2.066176 5.091540 0.126 -0.185 0.228 0.38
H -12.659192 2.391655 7.553464 0.219 -0.260 -0.131 0.38
H -11.469343 0.871087 9.141044 0.043 0.027 -0.317 0.36
H -9.973466 -0.924141 8.258065 -0.180 0.223 -0.162 0.42
H -7.935146 -3.602216 5.982250 0.230 0.287 -0.079 0.46
H -5.460604 -3.462796 5.970326 -0.191 0.211 -0.173 0.62
H -4.495159 -2.600357 7.827341 0.287 0.028 -0.040 0.57
H -2.831352 -3.824406 9.202593 -0.008 0.170 -0.265 0.19
H -1.708310 -5.069417 10.693300 0.287 0.108 0.182 0.16
H -1.166631 -4.607723 13.088344 0.190 0.123 -0.171 0.35
```
Forces are in eV/Å.

Summary:
frontier orbital gap: 4.0 eV
lowest unoccupied orbital energy: -2.06 eV
2S+1: 1



Here is C29H32IrN7O3PS as an isolated structure at a distorted geometry from the OMol25 dataset. Energies are from ωB97M-V/def2-TZVPD.

```
74
Properties=species:S:1:pos:R:3:forces:R:3:mulliken_spin:R:1
Ir -0.463903 -0.330709 1.041344 -1.259 1.139 0.915 0.14
N 0.790078 -1.253659 4.864025 0.031 -0.001 -0.003 0.00
C -0.475001 -0.912282 5.281098 -0.030 -0.009 0.003 0.00
C -1.172918 -0.580524 4.160182 0.003 -0.036 0.042 0.00
N -0.346649 -0.720415 3.075983 0.238 -0.082 -0.083 0.01
C 0.831246 -1.124103 3.528397 -0.055 -0.027 -0.055 -0.01
C 1.857482 -1.281875 2.525714 0.009 -0.067 -0.028 0.00
N 1.503577 -0.961494 1.288761 0.124 0.187 -0.174 0.01
C 2.588407 -1.189829 0.480321 0.093 -0.004 -0.014 0.01
C 3.610737 -1.649032 1.254135 -0.022 0.004 -0.007 0.00
N 3.132211 -1.700124 2.543640 -0.025 -0.046 0.053 0.00
H 1.540220 -1.547602 5.469464 0.001 -0.004 -0.001 0.00
H -0.764239 -0.943323 6.316592 0.002 0.000 -0.003 0.00
H -2.197137 -0.264886 4.076146 0.004 0.012 -0.006 0.00
H 2.542875 -1.008377 -0.579409 0.030 0.002 0.058 -0.01
H 4.620609 -1.928883 1.010452 -0.003 0.005 -0.002 0.00
H 3.658687 -2.012125 3.344293 0.005 0.011 0.000 0.00
C 0.692099 5.181255 -5.071150 0.002 0.006 -0.003 0.00
C 0.447163 3.873624 -4.377897 -0.007 -0.012 0.001 0.00
C 1.510794 3.132658 -3.864785 -0.001 -0.001 0.011 0.00
C 1.301141 1.910201 -3.249097 0.019 -0.027 -0.003 0.00
C 0.006727 1.417304 -3.146051 0.003 -0.037 0.022 0.00
C -1.068606 2.129785 -3.660916 -0.040 -0.034 -0.042 0.00
C -0.842420 3.352191 -4.266476 0.014 0.000 0.007 0.00
S -0.268695 -0.121898 -2.348390 -0.273 0.243 -0.017 0.00
O 1.014376 -0.668949 -1.991757 -0.010 0.016 0.019 0.00
O -1.188848 -0.918733 -3.113326 0.102 0.120 -0.100 0.00
N -0.995782 0.266492 -0.917294 0.502 -0.602 0.250 0.03
C -2.347946 0.129041 -0.677690 0.023 0.109 -0.235 0.01
C -3.460690 0.131321 -1.517225 -0.028 -0.006 0.050 0.00
C -4.695639 -0.043215 -0.926086 0.048 -0.007 0.012 0.00
C -4.810135 -0.233943 0.454593 -0.012 0.023 0.006 0.00
C -3.668205 -0.242961 1.217124 -0.049 0.060 0.098 -0.01
N -2.472981 -0.039162 0.652698 0.300 -0.207 -0.217 0.03
H 1.467373 5.756305 -4.566306 0.000 -0.001 -0.002 0.00
H -0.213110 5.783398 -5.118421 0.001 0.000 0.002 0.00
H 1.029131 5.005243 -6.094518 -0.002 0.001 0.000 0.00
H 2.519833 3.514057 -3.962084 -0.001 -0.001 0.003 0.00
H 2.130725 1.325068 -2.875294 0.002 0.009 -0.001 0.00
H -2.071867 1.726775 -3.616385 0.009 0.018 0.009 0.00
H -1.677688 3.908171 -4.672689 -0.001 -0.003 0.000 0.00
H -3.345641 0.227037 -2.584846 -0.019 0.003 0.000 0.00
H -5.585860 -0.044778 -1.541078 0.003 0.005 -0.007 0.00
H -5.772217 -0.372590 0.924670 0.000 -0.010 -0.011 0.00
H -3.696353 -0.405931 2.285453 0.040 -0.003 -0.002 0.00
C -0.743768 1.860716 1.558314 0.023 -0.912 -0.464 0.24
C 0.665106 1.933188 1.613620 0.244 0.092 -0.211 -0.01
C 1.367769 1.919603 2.856527 -0.029 -0.072 -0.005 0.20
C 2.733646 1.896088 2.878255 0.023 0.012 0.014 -0.06
C 3.458757 1.904218 1.669434 -0.085 0.003 0.004 0.17
C 2.795402 2.049556 0.442000 0.020 -0.007 -0.003 -0.06
C 1.427045 2.074450 0.409504 -0.022 0.150 0.077 0.13
C 4.873929 1.710954 1.704795 0.063 -0.020 -0.014 -0.03
N 5.997597 1.468261 1.739728 -0.015 0.006 0.005 0.11
H -1.234248 2.183782 0.650137 -0.034 0.249 0.094 0.01
H -1.318963 1.911984 2.473521 0.021 0.084 0.022 0.00
H 0.802349 1.940275 3.780757 -0.001 -0.028 -0.004 0.00
H 3.273019 1.883691 3.816708 0.007 -0.001 -0.008 0.00
H 3.370383 2.120104 -0.471597 0.007 0.012 0.006 0.00
H 0.901061 2.188548 -0.529386 -0.008 -0.031 -0.006 0.05
C -2.243195 -3.385751 -1.341164 0.078 -0.016 -0.007 0.00
P -0.948113 -3.521535 -0.118388 -0.199 0.011 -0.037 0.00
C -1.270965 -4.977627 0.870757 0.014 0.012 -0.045 0.00
C 0.608687 -3.756897 -0.959503 0.012 -0.028 0.028 0.00
O -0.951023 -2.323409 0.842620 0.180 -0.185 -0.044 0.02
H -2.340936 -4.327934 -1.882395 -0.002 -0.006 -0.006 0.00
H -2.002302 -2.592304 -2.052047 -0.042 -0.066 0.045 0.00
H -3.185412 -3.163689 -0.838617 -0.009 -0.007 0.014 0.00
H -1.235122 -5.871978 0.247414 -0.006 0.009 -0.001 0.00
H -2.258040 -4.900180 1.325862 0.004 0.013 0.001 0.00
H -0.519799 -5.059315 1.655629 0.007 -0.005 0.001 0.00
H 0.521676 -4.596496 -1.651139 0.003 -0.004 0.009 0.00
H 1.388666 -3.977542 -0.229962 0.005 -0.011 0.003 0.00
H 0.873833 -2.859302 -1.517277 -0.033 -0.001 -0.016 0.00
```
Forces are in eV/Å.

Summary:
frontier orbital gap (spin up / spin down): 7.8 / 6.0 eV
relative energy (zero: lowest compared OMol25 entry of this formula, charge and spin): 0.0 kcal per mole
lowest unoccupied orbital energy (spin up / spin down): -5.62 / -7.67 eV
charge: +2
2S+1: 2



Going through the records in order, we get E_tot values of -8372.095, -9294.066, -60874.313, -70117.674 eV.